DFT (ωB97M-V/def2-TZVPD) results for a cluster of 2 separate species, C5H12OS in total at a distorted geometry.

- HOMO (eV) = -8.51
- frontier orbital gap (eV) = 9.186
- LUMO level (eV) = 0.68
- energy relative to the best compared isomer or geometry (same formula, charge and spin) (kJ/mol) = 35.9
- structure (SMILES) = C1CCSCC1.O

Each line ends with the Löwdin charge.
Atoms and positions in Å:
S: 0.68456 2.19914 -1.47681  0.813
O: -1.98861 6.14051 -2.55454  -0.091
C: -1.91148 1.00987 -1.26454  -0.311
C: -1.38008 -0.20857 -0.68587  -0.276
C: 1.04717 0.50379 -1.05961  -0.532
C: -0.97362 1.75246 -2.23796  -0.429
C: 0.00000 0.00000 0.00000  -0.252
H: 0.21043 -1.00614 0.41091  0.104
H: -2.87353 0.72507 -1.73230  0.119
H: 2.03230 0.35755 -0.57630  0.077
H: -1.40376 2.64494 -2.73184  0.072
H: 1.00122 -0.16625 -1.93960  0.080
H: -0.04501 0.70797 0.84983  0.106
H: -1.37233 6.59822 -1.93894  0.048
H: -1.34781 -1.03262 -1.42435  0.123
H: -2.13468 1.70401 -0.43160  0.116
H: -2.49969 5.52496 -1.98170  0.043
H: -2.12449 -0.47877 0.08763  0.117
H: -0.69421 1.03135 -3.03003  0.072

Atomic forces in eV per Å
S -0.98 0.02 -0.63
O 0.09 -0.19 1.20
C -1.01 2.57 -0.76
C 0.78 -1.21 1.70
C -0.20 -1.62 1.67
C 0.56 -0.58 -0.36
C -0.45 -0.81 -0.77
H 0.62 0.51 -0.15
H 0.32 0.62 -0.17
H -0.25 0.59 -0.58
H 0.22 -0.43 0.52
H 0.10 0.45 0.24
H -0.11 -0.26 -0.51
H -0.67 -0.53 -0.63
H 0.24 0.28 0.33
H -0.11 -0.14 -0.36
H 0.58 0.69 -0.57
H 0.44 -0.41 -0.25
H -0.17 0.44 0.07

=====

DFT (ωB97M-V/def2-TZVPD) results for the ion C5H12PS with charge +1 at a distorted geometry.

- charge = +1
- HOMO (eV) = -13.19
- frontier orbital gap (eV) = 7.740
- LUMO level (eV) = -5.45
- energy relative to the best compared isomer or geometry (same formula, charge and spin) (kJ/mol) = 0.0

Each line ends with the Löwdin charge.
Atoms and positions in Å:
S: -3.11521 0.37864 -0.04649  0.732
P: -0.05108 0.48508 -0.16105  0.816
C: -1.50152 -1.95005 0.07626  -0.163
C: -1.55678 -0.48552 -0.03878  -0.789
C: -0.43497 2.23919 -0.27367  -0.201
C: 0.87018 -0.04046 -1.63400  -0.155
C: 0.96363 0.15370 1.30402  -0.154
H: 0.42183 0.46289 2.19975  0.076
H: -1.04821 2.42648 -1.15799  0.066
H: -1.41113 -2.23986 1.12745  0.106
H: 1.18181 -0.91317 1.36740  0.069
H: -0.65035 -2.36987 -0.46055  0.083
H: 1.65004 0.69849 -1.83291  0.073
H: 1.89898 0.71303 1.23473  0.075
H: 1.33504 -1.01373 -1.46627  0.068
H: -0.98836 2.55249 0.61376  0.064
H: -2.42641 -2.39349 -0.28996  0.088
H: 0.49625 2.80032 -0.34023  0.072
H: 0.19848 -0.09636 -2.49508  0.077

Atomic forces in eV per Å
S 4.35 -2.15 -0.01
P 0.42 0.36 -0.02
C 0.07 -0.50 -0.04
C -4.65 2.51 0.00
C -0.06 -0.24 0.04
C -0.21 0.08 0.19
C -0.23 0.07 -0.20
H 0.02 0.01 -0.06
H 0.07 -0.04 0.10
H 0.10 0.03 0.05
H 0.01 0.04 -0.03
H 0.05 -0.11 0.00
H -0.04 -0.06 0.02
H -0.06 -0.04 -0.03
H -0.07 0.06 0.00
H 0.04 -0.06 -0.09
H 0.06 0.02 -0.01
H 0.07 -0.02 -0.02
H 0.07 0.04 0.11

=====

DFT (ωB97M-V/def2-TZVPD) results for a structure of composition C5H12S at a distorted geometry.

- HOMO (spin up / spin down) (eV) = -6.92 / -6.93
- frontier orbital gap (spin up / spin down) (eV) = 6.854 / 6.858
- LUMO level (spin up / spin down) (eV) = -0.07 / -0.07
- energy relative to the best compared isomer or geometry (same formula, charge and spin) (kJ/mol) = 822.6

Each line ends with the Löwdin charge.
Atoms and positions in Å:
S: -0.11318 -0.32936 -0.18945  0.844
C: 1.52775 0.96445 0.48670  -0.302
C: -3.13399 0.51231 -0.22471  -0.268
C: 2.89187 0.54092 -0.06389  -0.179
C: 0.35596 -2.03122 0.00875  -0.348
C: -2.40100 -0.71240 0.26028  -0.147
H: -3.45135 0.24688 -1.26970  0.068
H: 3.59853 0.07287 0.59778  0.055
H: -2.59236 1.46997 -0.28525  0.068
H: -0.25021 -2.60300 0.53176  -0.092
H: -2.27413 -0.70326 1.42196  0.019
H: 1.09952 -2.42637 -0.60834  -0.048
H: 2.74131 -0.03150 -0.97263  0.051
H: -0.00359 0.15103 -1.48212  -0.012
H: 1.36260 0.82168 1.59737  0.068
H: 3.46853 1.52229 -0.36163  0.104
H: -3.93950 0.51748 0.41520  0.028
H: 1.11324 2.01722 0.13791  0.092

Atomic forces in eV per Å
S 2.10 -2.45 1.32
C -2.37 0.43 0.17
C 2.12 -1.09 -2.65
C 0.22 2.88 -0.86
C 1.70 5.91 -2.29
C 0.82 0.06 1.34
H -0.01 0.64 0.84
H -0.32 -0.62 0.48
H -0.36 -0.25 0.51
H -3.18 -2.12 2.19
H 0.01 0.47 -1.59
H 1.08 -0.25 -0.74
H 0.31 -0.22 -0.14
H -0.06 -0.45 0.40
H 0.29 0.26 -1.36
H -1.14 -1.73 0.28
H -2.25 0.68 1.39
H 1.05 -2.16 0.69

=====

DFT (ωB97M-V/def2-TZVPD) results for an isolated molecule of C5H12S at a distorted geometry.

- HOMO (eV) = -9.06
- frontier orbital gap (eV) = 9.871
- LUMO level (eV) = 0.81
- energy relative to the best compared isomer or geometry (same formula, charge and spin) (kJ/mol) = 93.5
- structure (SMILES) = CC(C)(C)CS

Each line ends with the Löwdin charge.
Atoms and positions in Å:
S: 1.57045 -1.81051 1.32415  0.710
C: -0.20063 0.08982 -0.09784  -0.626
C: 0.06157 1.19303 0.93031  -0.064
C: 1.04477 -0.84103 -0.12658  -0.545
C: -0.17922 0.64116 -1.53384  -0.078
C: -1.56187 -0.66002 0.23741  -0.042
H: 1.70142 -0.22476 -0.56846  0.026
H: -2.03380 -1.04254 -0.72175  0.094
H: 0.50901 1.50797 -1.56641  0.085
H: 0.91683 -1.76411 -0.80297  0.094
H: -0.04623 1.01398 2.03266  0.112
H: 2.21544 -0.94943 2.12899  -0.160
H: -1.14665 1.14607 -1.80505  0.099
H: -1.27097 -1.52232 0.85432  0.055
H: -2.29572 -0.14224 0.75417  0.040
H: 0.10224 -0.13439 -2.27685  0.093
H: -0.40338 2.08538 0.61724  0.066
H: 1.01673 1.41396 0.62050  0.041

Atomic forces in eV per Å
S 0.04 0.23 0.14
C -1.87 -1.48 0.74
C -0.74 -0.94 0.08
C -3.10 -3.57 0.83
C -0.93 1.47 0.01
C 2.34 -1.94 -2.43
H 3.37 1.64 -1.18
H 0.56 0.26 1.09
H 0.22 -0.63 -0.23
H -0.21 1.63 0.51
H 0.10 -0.18 -1.27
H -0.16 0.27 -0.24
H 0.60 -0.86 0.15
H -0.35 0.06 -0.12
H -1.12 1.52 0.96
H -0.30 0.61 0.40
H -1.43 1.06 0.05
H 2.99 0.86 0.50

=====

DFT (ωB97M-V/def2-TZVPD) results for an isolated molecule of C5H12S at a distorted geometry.

- HOMO (eV) = -8.46
- frontier orbital gap (eV) = 9.352
- LUMO level (eV) = 0.89
- energy relative to the best compared isomer or geometry (same formula, charge and spin) (kJ/mol) = 31.9
- structure (SMILES) = CSC(C)(C)C

Each line ends with the Löwdin charge.
Atoms and positions in Å:
S: 1.08308 -1.37190 -0.09819  0.847
C: -1.60573 -1.28240 -0.29116  -0.123
C: -0.52720 0.29976 1.37504  -0.126
C: 2.24456 0.00114 0.04517  -0.434
C: -0.42767 -0.31451 -0.02413  -0.848
C: -0.24982 0.87363 -1.09231  -0.094
H: -0.15150 0.52137 -2.07982  0.053
H: 0.33592 0.96222 1.57141  0.064
H: 1.93871 0.75771 0.75880  0.017
H: -0.62571 -0.47418 2.11281  0.072
H: -2.58201 -0.68558 -0.22491  0.105
H: 2.36087 0.57375 -0.89868  0.041
H: -1.46534 -1.55787 -1.37000  0.085
H: 3.26907 -0.22022 0.26804  0.027
H: -1.22539 1.45024 -1.06334  0.095
H: 0.55050 1.57957 -0.79879  0.066
H: -1.52303 -2.08781 0.42873  0.064
H: -1.39929 0.97507 1.38134  0.088

Atomic forces in eV per Å
S 0.34 0.57 0.15
C -0.01 2.31 -1.49
C -0.14 1.06 -0.92
C 0.51 1.15 -1.19
C 0.65 0.97 -0.47
C -2.17 0.18 2.47
H 0.46 -0.54 -1.17
H -0.45 -0.53 0.20
H -0.10 -0.25 0.31
H -0.01 -0.20 0.50
H 1.22 -1.06 0.15
H -0.34 -0.57 0.23
H -0.45 -0.48 1.07
H 0.38 -0.95 0.46
H 0.98 -0.44 -0.03
H -0.54 -0.55 -0.29
H -0.40 -0.33 -0.19
H 0.07 -0.34 0.20

=====

DFT (ωB97M-V/def2-TZVPD) results for the ion C5H12S with charge +1 at a distorted geometry.

- <S²> = 0.753
- charge = +1
- HOMO (spin up / spin down) (eV) = -15.15 / -15.16
- frontier orbital gap (spin up / spin down) (eV) = 11.984 / 6.889
- LUMO level (spin up / spin down) (eV) = -3.17 / -8.27
- energy relative to the best compared isomer or geometry (same formula, charge and spin) (kJ/mol) = 0.0
- 2S+1 = 2

Each line ends with the Mulliken spin population.
Atoms and positions in Å:
S: -0.29784 -1.17606 0.48807  0.903
C: -1.05896 2.79513 0.01428  -0.001
C: 0.84928 -0.43910 -0.63697  -0.046
C: 0.31030 -2.84969 0.69344  -0.037
C: 0.26337 0.87188 -1.14493  0.026
C: 0.23821 2.00431 -0.09527  0.004
H: -1.94114 2.17070 -0.16071  0.000
H: 1.03021 -1.13803 -1.46535  0.033
H: 0.84502 -2.94425 1.63606  0.047
H: 0.61740 1.62886 0.85594  0.000
H: 0.84482 -3.12509 -0.19638  0.005
H: -1.15815 3.62895 -0.66456  0.001
H: -1.15484 3.08107 1.06098  0.000
H: 1.82562 -0.31572 -0.15386  0.050
H: 0.66830 1.18295 -2.10739  0.003
H: -0.59736 -3.46415 0.78245  0.023
H: 1.03936 2.70022 -0.33902  0.003
H: -0.78970 0.67895 -1.37404  -0.014

Atomic forces in eV per Å
S 0.26 -0.29 0.24
C -0.46 -0.99 0.79
C 0.50 0.30 -0.90
C -1.25 0.18 0.05
C -1.31 0.42 0.36
C 1.10 0.25 -0.73
H 0.11 -0.16 -0.09
H -0.17 -0.15 0.19
H 0.34 0.10 -0.04
H -0.54 -0.24 0.35
H 0.55 -0.21 -0.11
H 0.29 0.30 -0.01
H -0.09 0.63 -0.17
H -0.06 -0.04 0.26
H 0.45 -0.18 0.17
H 0.21 0.09 0.01
H 0.11 0.16 -0.17
H -0.03 -0.17 -0.20